Computed, not measured: a single C11H14O3S molecule in a non-equilibrium geometry, with the ωB97M-V functional and the def2-TZVPD basis.

Geometry as XYZ:
```
29
Properties=species:S:1:pos:R:3:forces:R:3:nbo_charge:R:1
C -4.1028 0.6302 -0.6181 2.6 0.1 0.5 -0.2058
C -3.2234 0.6828 -1.6851 0.5 -2.4 0.8 -0.2013
C -3.5873 0.2113 0.6185 -3.4 1.1 1.9 -0.1907
C -2.0886 -0.1534 -1.6253 -1.1 1.4 -0.4 -0.1917
C -2.3508 -0.3163 0.7834 1.3 -1.5 -0.6 -0.2228
C -1.6996 -0.7035 -0.4003 0.9 1.4 -1.8 -0.1006
C -0.3984 -1.3204 -0.4603 2.3 1.9 5.7 -0.4390
C 1.1244 -0.0451 0.2662 -1.2 -0.9 -3.5 -0.1335
C 2.2365 -0.9934 0.5866 1.7 -2.9 -0.3 0.0463
C 1.3036 0.8995 -0.9320 -1.4 0.9 1.9 -0.6486
C 3.0221 -0.9694 1.9218 -2.7 2.1 -2.7 -0.5970
O -0.3398 -3.7512 0.3909 0.0 -1.1 0.5 -0.9106
O -0.2706 -1.9170 2.0937 0.2 -0.4 0.6 -0.9475
O 1.6770 -2.3440 0.5423 -2.1 -1.4 0.7 -0.7249
S 0.0495 -2.4561 0.8104 1.6 1.2 -1.6 2.3804
H -5.0346 1.0708 -0.5617 -1.8 0.9 -0.4 0.2125
H -3.3334 1.1099 -2.6287 -1.0 1.0 -1.2 0.2108
H -4.3578 0.4279 1.4824 2.1 -0.7 -1.4 0.2190
H -1.5719 -0.1844 -2.6059 0.3 -0.6 1.1 0.2194
H -1.7788 -0.5971 1.6690 -1.1 0.4 0.2 0.2615
H 0.0807 -1.7099 -1.2564 0.8 -0.8 -3.3 0.2323
H 0.5402 0.3607 1.0377 -0.3 0.5 1.3 0.2151
H 3.0022 -1.2538 -0.2109 -0.9 1.8 0.3 0.2075
H 1.7828 0.4220 -1.7320 -0.1 -1.3 -1.5 0.2117
H 2.0757 1.6871 -0.7848 -1.0 0.2 0.6 0.2224
H 0.2218 1.2678 -1.1205 2.1 -0.1 -0.3 0.2343
H 2.2891 -1.0566 2.6330 -1.5 -0.4 2.2 0.2206
H 3.4685 -0.0430 2.0015 1.1 2.2 0.4 0.2022
H 3.7397 -1.6750 1.9668 2.1 -2.6 0.0 0.2181
```
Positions in Å, forces in eV/Å.

Properties
Molar mass   226.30 Da
Gap between HOMO and LUMO   8.7 eV
E_LUMO   0.05 eV
ΔE to the lowest compared entry with this formula, charge and spin   1.798 eV
Net charge   0
E_HOMO   -8.68 eV
E   -28607.7468 eV